This record from OMol25 describes C3H10N3S as an isolated structure in a non-equilibrium geometry. The level of theory is wB97M-V/def2-TZVPD.

Each line ends with the natural charge from an NBO analysis.
Geometry (Å):
C  0.08  0.14  1.15  -0.088
C  1.79  0.93  -0.39  -0.017
C  -1.92  1.02  0.00  -0.419
N  0.90  0.02  -0.14  -0.103
N  -1.28  -0.09  0.80  -0.529
N  0.40  -0.88  -0.96  -0.521
S  -1.14  -1.43  -0.22  0.640
H  0.59  -0.73  1.75  0.267
H  0.34  1.17  1.61  0.251
H  1.17  -3.20  -0.53  0.022
H  2.35  1.03  -1.33  0.249
H  1.97  1.70  0.51  0.246
H  -1.25  1.29  -0.75  0.173
H  -2.80  0.70  -0.45  0.238
H  -2.22  1.79  0.75  0.233
H  0.34  -0.47  -1.84  0.395
H  0.68  -2.97  0.04  -0.038

energy relative to the best compared isomer or geometry (same formula, charge and spin)	537.6	kJ/mol
HOMO energy	-13.63	eV
net charge	+1
calculated total energy	-682.335718	a.u.
spin multiplicity	1